Here is the molecule C22H26FN3O4S at a distorted geometry from the OMol25 dataset. Energies are from the ωB97M-V functional and the def2-TZVPD basis.

Last column: Löwdin charge in e.
Atoms and positions in Å:
O: -2.68218 0.75790 2.20983  0.090
C: -1.79255 0.04324 1.79184  -0.412
C: -0.65960 -0.37879 2.69159  -0.060
C: 0.25377 0.54335 3.18082  0.017
C: 1.25204 0.12696 4.03828  -0.253
S: 2.54163 1.28042 4.51393  0.684
O: 2.00616 2.60657 4.52323  -0.272
O: 3.18996 0.76928 5.68375  -0.278
N: 3.68959 1.24916 3.29921  -0.232
C: 3.37089 1.92135 2.06529  -0.148
C: 2.85537 0.91545 1.00873  -0.165
O: 2.60477 -0.34533 1.59045  -0.170
C: 3.77684 -0.91804 2.13001  -0.164
C: 4.44910 0.03517 3.14987  -0.148
C: 1.33253 -1.17807 4.48184  -0.049
C: 0.40742 -2.10540 4.03472  0.029
C: -0.55852 -1.69560 3.13311  -0.209
F: -1.42545 -2.61127 2.66010  0.094
N: -1.75623 -0.44860 0.53949  -0.039
C: -0.65453 -1.15564 -0.06638  -0.113
C: -0.18663 -0.40564 -1.31706  -0.166
N: -1.29210 -0.24610 -2.23758  -0.175
C: -0.88424 0.30794 -3.51727  -0.159
C: -1.99726 0.20757 -4.52547  -0.233
C: -2.33602 1.28274 -5.33395  -0.046
C: -3.35471 1.16762 -6.26476  -0.086
C: -4.04918 -0.02251 -6.39017  -0.094
C: -3.71943 -1.09906 -5.58281  -0.081
C: -2.69771 -0.98552 -4.65871  -0.044
C: -2.33881 0.54193 -1.61153  -0.153
C: -2.84769 -0.19218 -0.37583  -0.102
H: 0.19331 1.58138 2.89538  0.137
H: 2.62305 2.67308 2.31441  0.110
H: 4.27069 2.43050 1.70235  0.129
H: 3.58800 0.80239 0.19559  0.125
H: 1.90370 1.23629 0.58382  0.109
H: 4.47542 -1.15664 1.31382  0.123
H: 3.45137 -1.84700 2.59985  0.120
H: 4.51303 -0.41088 4.14129  0.112
H: 5.45887 0.30108 2.81929  0.129
H: 2.11004 -1.44615 5.17921  0.119
H: 0.43004 -3.13314 4.36119  0.125
H: 0.17806 -1.24175 0.63324  0.115
H: -0.99292 -2.15669 -0.35684  0.136
H: 0.60238 -0.98373 -1.80335  0.127
H: 0.23650 0.57195 -1.01500  0.120
H: -0.55391 1.35830 -3.42354  0.126
H: -0.03096 -0.27976 -3.87388  0.130
H: -1.79965 2.21638 -5.23689  0.109
H: -3.60834 2.01112 -6.88997  0.101
H: -4.84598 -0.11103 -7.11370  0.100
H: -4.25999 -2.02955 -5.67668  0.102
H: -2.43593 -1.81660 -4.02190  0.113
H: -3.15571 0.66779 -2.32420  0.126
H: -1.96994 1.54263 -1.32033  0.136
H: -3.59578 0.40151 0.15092  0.126
H: -3.28257 -1.15039 -0.67863  0.136

Output
* HOMO: -9.036 eV
* HOMO-LUMO gap: 0.3503 hartree
* SMILES: O=C(c1cc(S(=O)(=O)N2CCOCC2)ccc1F)N1CCN(Cc2ccccc2)CC1
* energy above the lowest of the compared OMol25 structures with the same formula, charge and spin: 197.92 kJ/mol